Entry 1:
{
  "formula": "C3H4O3",
  "method": "the ωB97M-V functional and the def2-TZVPD basis",
  "charge": 0,
  "max_force_ev_per_a": 1.898,
  "gap_ev": 11.261,
  "de_lowest_ev": 1.1795,
  "smiles": "O=CCOC=O",
  "symbols": ["O", "C", "C", "O", "C", "O", "H", "H", "H", "H"],
  "xyz": [[-2.5052, 1.0844, -0.2160], [-1.7600, 0.2174, 0.1710], [-0.2659, 0.4093, 0.0278], [0.3810, -0.8442, 0.3375], [1.7113, -0.8814, 0.0649], [2.3588, 0.0371, -0.3985], [-2.1208, -0.7135, 0.6393], [-0.0299, 0.6806, -1.0083], [0.0667, 1.2431, 0.7045], [2.0942, -1.9010, 0.2982]],
  "atomic_forces_ev_per_a": [[0.135, -0.564, 0.281], [-0.050, 0.850, -0.347], [0.322, 0.080, 0.205], [0.671, 0.474, -0.003], [0.293, 0.701, -0.563], [-1.017, -1.386, 0.804], [0.030, -0.050, -0.001], [-0.093, 0.116, 0.267], [-0.172, -0.835, -0.563], [-0.119, 0.612, -0.079]]
}

=====

Entry 2:
{
  "formula": "C13H12BrN4O2Rh",
  "method": "the ωB97M-V functional and the def2-TZVPD basis",
  "s2": 6.04,
  "charge": 2,
  "multiplicity": 5,
  "max_force_ev_per_a": 1.083,
  "gap_ev": [6.761, 4.512],
  "de_lowest_ev": 0.0000,
  "symbols": ["Rh", "N", "N", "C", "O", "O", "H", "H", "H", "Br", "C", "C", "C", "C", "C", "C", "N", "C", "C", "C", "C", "C", "C", "N", "H", "H", "H", "H", "H", "H", "H", "H", "H"],
  "xyz": [[-0.1205, 0.4141, -1.2500], [-0.9099, 1.5804, -3.1065], [-1.2054, 2.8163, -2.4777], [-0.3161, 3.2645, -1.4749], [-0.3442, 4.4042, -1.1111], [0.4576, 2.3036, -1.0016], [-0.1518, 1.6811, -3.7790], [-1.7268, 1.2748, -3.6205], [-1.5924, 3.5493, -3.0536], [6.4735, -1.7806, 0.9636], [4.6459, -1.5388, 0.7828], [4.1452, -0.8974, -0.3735], [2.7999, -0.7205, -0.4901], [1.9076, -1.1491, 0.5330], [2.4316, -1.8155, 1.6696], [3.7774, -2.0037, 1.7949], [0.5540, -0.8918, 0.3624], [-0.3203, -1.0438, 1.3128], [-1.6982, -0.6881, 1.0785], [-2.6920, -0.9373, 2.0200], [-3.9888, -0.5218, 1.7505], [-4.2491, 0.1286, 0.5591], [-3.2018, 0.3341, -0.3442], [-1.9699, -0.0639, -0.0909], [4.8216, -0.5635, -1.1482], [2.3978, -0.2404, -1.3733], [1.7810, -2.1851, 2.4504], [4.1830, -2.5033, 2.6644], [-0.0412, -1.3858, 2.3071], [-2.4473, -1.4480, 2.9427], [-4.7801, -0.6949, 2.4671], [-5.2420, 0.4837, 0.3212], [-3.3784, 0.8385, -1.2850]],
  "atomic_forces_ev_per_a": [[-0.338, 0.568, -0.456], [0.327, -0.126, 0.266], [-0.052, -0.054, 0.282], [-0.649, 0.520, -0.272], [0.164, -0.275, 0.024], [0.314, -0.562, 0.135], [-0.025, 0.090, -0.157], [-0.119, -0.149, 0.086], [0.123, 0.081, -0.164], [-0.859, 0.102, -0.065], [1.079, -0.083, -0.004], [-0.188, 0.058, -0.135], [-0.132, -0.016, 0.043], [0.062, -0.135, 0.180], [0.203, -0.086, 0.131], [-0.309, -0.109, 0.280], [0.400, 0.136, -0.082], [0.147, -0.031, 0.023], [-0.495, 0.092, 0.090], [0.434, -0.066, -0.017], [-0.232, 0.109, -0.103], [0.031, -0.116, 0.187], [-0.072, -0.048, 0.035], [0.107, 0.081, -0.190], [0.016, 0.000, 0.029], [0.004, 0.046, -0.013], [0.061, -0.014, -0.036], [0.029, 0.002, -0.025], [-0.088, -0.072, -0.075], [-0.020, 0.031, 0.013], [0.010, -0.012, 0.000], [0.004, -0.005, -0.021], [0.064, 0.043, 0.011]]
}

=====

Entry 3:
{
  "formula": "C3H9NS2",
  "method": "the ωB97M-V functional and the def2-TZVPD basis",
  "charge": 0,
  "max_force_ev_per_a": 3.703,
  "gap_ev": 8.330,
  "de_lowest_ev": 2.4247,
  "smiles": "C=CN.CSS",
  "symbols": ["C", "C", "N", "H", "H", "H", "H", "H", "C", "S", "S", "H", "H", "H", "H"],
  "xyz": [[1.5671, -1.0923, 0.6995], [1.3292, -2.1409, -0.1038], [0.9852, -2.0375, -1.4376], [1.6565, -0.0240, 0.3290], [1.5074, -1.2320, 1.7400], [1.6336, -3.0685, 0.2359], [1.0703, -1.0929, -1.8263], [0.5994, -2.8288, -1.9757], [-1.3197, 2.6219, 0.8056], [-1.8960, 2.3305, -0.9287], [-1.6722, 0.2206, -1.2420], [-2.2957, 3.1094, 1.4506], [-0.5741, 3.3866, 0.8417], [-0.9470, 1.6644, 1.3691], [-1.6442, 0.1833, 0.0427]],
  "atomic_forces_ev_per_a": [[-0.282, 1.468, -1.400], [0.018, 2.307, -1.073], [0.375, -0.102, -0.377], [-0.600, -1.402, 0.377], [0.792, -0.234, 1.153], [-0.480, -2.188, 0.816], [-0.569, -1.002, -0.070], [0.709, 1.139, 0.604], [-2.822, -0.705, 2.292], [0.163, 0.001, 0.243], [0.097, 1.171, -0.921], [2.692, -1.630, -1.787], [0.648, 0.253, -0.204], [-0.753, 1.820, -1.223], [0.011, -0.898, 1.570]]
}

=====

Entry 4:
{
  "formula": "C3H4N2O3",
  "method": "the ωB97M-V functional and the def2-TZVPD basis",
  "charge": 0,
  "max_force_ev_per_a": 6.736,
  "gap_ev": 9.233,
  "de_lowest_ev": 6.2903,
  "smiles": "N#C/C(CO)=[N+](\\[O-])O",
  "symbols": ["N", "C", "C", "C", "O", "N", "O", "O", "H", "H", "H", "H"],
  "xyz": [[-0.4815, 2.3796, 1.5773], [-0.3148, 1.4957, 0.8468], [-0.3558, 0.4157, -0.0176], [-0.7485, -0.9516, 0.4321], [-0.5619, -0.9942, 1.8607], [0.5858, 0.6209, -0.9838], [1.2097, 1.5753, -1.3773], [0.8657, -0.5606, -1.6765], [-0.1523, -1.7027, 0.0286], [-1.7165, -1.0597, 0.0350], [0.2291, -0.6423, 1.7320], [1.4411, -0.5761, -2.4571]],
  "atomic_forces_ev_per_a": [[0.543, -0.696, -0.545], [-1.718, 2.333, 1.817], [3.519, 0.338, -2.277], [-0.747, 0.845, 0.551], [-5.656, -2.124, -0.940], [0.292, -1.696, -1.332], [-0.466, 0.897, 0.717], [-1.374, -2.064, 0.876], [1.067, -1.078, -1.116], [-1.731, -0.739, 0.501], [6.160, 2.299, 1.460], [0.109, 1.685, 0.287]]
}

=====

Entry 5:
{
  "formula": "C8H16NO2",
  "method": "the ωB97M-V functional and the def2-TZVPD basis",
  "charge": 1,
  "max_force_ev_per_a": 4.462,
  "gap_ev": [8.639, 5.035],
  "de_lowest_ev": 8.5342,
  "symbols": ["C", "C", "C", "C", "C", "C", "C", "C", "N", "O", "O", "H", "H", "H", "H", "H", "H", "H", "H", "H", "H", "H", "H", "H", "H", "H", "H"],
  "xyz": [[0.0594, -0.5635, 0.1460], [3.4680, -0.6301, -0.0565], [3.3901, 0.8700, 0.1550], [2.2529, -0.8832, -1.0423], [1.8928, 0.9792, 0.5275], [1.1492, 0.1015, -0.5672], [-3.0489, 1.5061, 0.1130], [-4.4830, -0.8988, 0.1857], [-2.7674, 0.4573, -0.8348], [0.1442, -1.6999, 0.6716], [-3.3906, -0.6284, -0.7065], [4.2948, -1.0666, -0.4308], [3.4428, -1.1951, 0.9936], [4.0052, 1.1797, 1.0017], [3.4830, 1.5326, -0.6751], [2.6810, -0.7151, -2.1288], [1.7668, -1.8424, -1.0659], [1.9695, 0.6482, 1.5710], [1.6443, 2.0842, 0.5592], [1.0224, 0.8078, -1.4554], [-3.9620, 2.0152, -0.3443], [-2.0652, 1.9447, 0.0894], [-3.1771, 1.1400, 1.2150], [-4.9291, -1.9708, 0.0800], [-5.3725, -0.1449, 0.1598], [-4.3460, -0.7313, 1.3040], [0.8756, -2.2965, 0.5352]],
  "atomic_forces_ev_per_a": [[-1.095, 1.522, -0.780], [-2.860, -0.755, 1.788], [-1.001, -0.749, 0.963], [1.582, 0.420, -0.594], [0.972, 1.975, 0.843], [2.231, 1.104, -0.989], [-0.555, -1.175, 1.140], [-3.424, 0.314, 2.843], [1.014, -0.149, 0.785], [-1.660, 0.180, 0.664], [-1.279, -1.837, -0.426], [3.107, -0.853, -1.667], [-0.686, 1.289, -1.920], [0.011, 0.247, -0.261], [0.956, 0.004, -0.999], [-1.249, -0.026, 2.114], [0.559, -0.926, -0.128], [-1.311, -0.420, -0.218], [-0.398, -1.427, -0.178], [-1.230, -0.919, 1.525], [1.283, 0.099, 0.941], [-0.271, 1.517, -0.026], [-0.307, 0.557, -2.053], [1.436, 2.055, -0.451], [1.531, -1.087, -1.195], [1.154, -0.569, -1.297], [1.489, -0.393, -0.424]]
}